1.
Formula: C34H38CoFN5O8PTe
Source: the Open Molecules 2025 dataset
Level of theory: ωB97M-V with the def2-TZVPD basis set

Computed properties:
* HOMO energy (alpha / beta): -8.2 / -8.2 eV
* net charge: +1
* frontier orbital gap (alpha / beta): 4.76 / 4.84 eV
* ΔE to the lowest compared entry with this formula, charge and spin: 6.17 kcal per mole
* ⟨S²⟩: 0.7577
* 2S+1: 2

Each line ends with the Mulliken spin population.
Positions of all 89 atoms, in Å:
Co  0.057  0.471  0.027  0.99
O  -0.749  -7.749  -0.302  0.00
C  0.160  -6.777  -0.068  0.00
O  1.288  -7.067  0.203  0.00
C  -0.322  -5.358  -0.131  0.00
C  0.636  -4.360  -0.253  0.00
C  0.266  -3.027  -0.275  0.00
C  -1.072  -2.667  -0.157  0.00
C  -2.038  -3.665  -0.045  0.00
C  -1.664  -4.996  -0.036  0.00
N  -1.354  -1.278  -0.132  0.03
C  -2.521  -0.825  -0.281  -0.02
C  -2.745  0.626  -0.243  0.02
C  -4.013  1.161  -0.362  0.00
C  -4.168  2.539  -0.343  0.00
C  -3.042  3.327  -0.207  0.00
C  -1.801  2.715  -0.088  0.00
N  -1.657  1.394  -0.102  0.00
H  -1.587  -7.379  -0.604  0.00
H  1.676  -4.647  -0.333  0.00
H  1.002  -2.244  -0.406  0.00
H  -3.088  -3.421  0.062  0.00
H  -2.443  -5.740  0.087  0.00
H  -3.389  -1.460  -0.472  0.00
H  -4.859  0.495  -0.478  0.00
H  -5.148  2.988  -0.441  0.00
H  -3.109  4.406  -0.203  0.00
H  -0.886  3.290  0.003  0.00
F  -2.449  0.791  6.223  0.00
C  -1.202  0.388  5.880  0.00
C  -0.851  0.395  4.562  0.00
C  0.435  0.037  4.164  0.00
C  0.765  0.051  2.733  -0.01
O  -0.083  0.479  1.927  -0.01
C  2.054  -0.448  2.400  0.00
C  2.916  -0.756  3.400  0.00
N  2.661  -0.682  4.730  0.00
C  3.835  -0.827  5.585  0.00
C  3.918  -1.616  6.854  0.00
C  4.050  -0.108  6.877  0.00
C  1.379  -0.337  5.137  0.00
C  0.964  -0.395  6.473  0.00
C  -0.306  -0.025  6.870  0.00
N  -0.637  -0.130  8.249  0.00
C  0.198  0.585  9.208  0.00
C  0.357  -0.310  10.446  0.00
N  -0.830  -1.235  10.484  0.00
C  -2.085  -0.479  10.161  0.00
C  -2.036  -0.102  8.669  0.00
C  2.584  -0.610  0.986  0.00
O  3.713  -1.066  0.862  0.00
O  1.784  -0.311  0.046  0.00
H  -1.566  0.701  3.809  0.00
H  3.907  -1.082  3.107  0.00
H  4.711  -0.896  4.960  0.00
H  4.815  -2.203  6.994  0.00
H  3.034  -2.093  7.250  0.00
H  5.030  0.318  7.040  0.00
H  3.247  0.491  7.278  0.00
H  1.624  -0.777  7.233  0.00
H  -0.256  1.545  9.484  0.00
H  1.174  0.799  8.786  0.00
H  0.370  0.263  11.370  0.00
H  1.250  -0.931  10.395  0.00
H  -0.893  -1.717  11.379  0.00
H  -0.695  -1.928  9.744  0.00
H  -2.100  0.395  10.809  0.00
H  -2.946  -1.099  10.394  0.00
H  -2.509  0.875  8.543  0.00
H  -2.595  -0.825  8.078  0.00
C  4.259  0.471  -2.919  0.00
C  3.415  1.543  -3.569  0.00
O  2.019  1.195  -3.487  0.00
P  1.016  1.703  -2.367  -0.01
O  0.178  0.521  -1.917  0.00
Te  2.033  2.963  -0.613  0.03
O  -0.023  2.631  -3.165  0.00
C  0.378  3.868  -3.763  0.00
C  -0.862  4.696  -4.002  0.00
H  5.315  0.718  -3.045  0.00
H  4.069  -0.498  -3.382  0.00
H  4.038  0.397  -1.853  0.00
H  3.633  1.634  -4.632  0.00
H  3.583  2.509  -3.092  0.00
H  0.893  3.656  -4.704  0.00
H  1.073  4.385  -3.098  0.00
H  -1.571  4.151  -4.625  0.00
H  -0.596  5.628  -4.504  0.00
H  -1.346  4.936  -3.054  0.00

2.
Formula: C6H10O2
Source: the Open Molecules 2025 dataset
Level of theory: ωB97M-V with the def2-TZVPD basis set

Computed properties:
* HOMO energy: -8.3 eV
* net charge: 0
* frontier orbital gap: 9.27 eV
* ΔE to the lowest compared entry with this formula, charge and spin: 184.11 kcal per mole
* 2S+1: 1

Each line ends with the natural charge from an NBO analysis.
Positions of all 18 atoms, in Å:
C  -2.059  0.262  -1.269  -0.31
C  -0.966  1.412  0.502  0.13
C  -0.119  1.289  1.585  -0.31
C  1.437  0.798  1.665  -0.31
C  1.736  -0.182  0.927  0.15
C  1.172  -1.699  -0.765  -0.23
H  -2.864  1.077  -0.844  0.19
H  -2.577  -0.995  -1.334  0.19
H  -2.042  0.182  -2.430  0.20
H  -1.964  2.082  0.097  0.21
H  -0.672  1.533  2.480  0.22
H  2.160  1.362  2.176  0.23
H  2.784  -0.837  0.763  0.18
H  0.539  -2.710  -0.972  0.18
H  2.320  -1.921  -0.491  0.15
H  1.058  -1.235  -1.746  0.17
O  -0.657  0.549  -0.627  -0.55
O  0.713  -0.968  0.284  -0.52

3.
Formula: C3H2N2O2S
Source: the Open Molecules 2025 dataset
Level of theory: ωB97M-V with the def2-TZVPD basis set

Computed properties:
* HOMO energy: -9.1 eV
* net charge: 0
* frontier orbital gap: 8.08 eV
* ΔE to the lowest compared entry with this formula, charge and spin: 89.42 kcal per mole
* SMILES: Oc1cc(=S)onn1
* 2S+1: 1

Each line ends with the natural charge from an NBO analysis.
Positions of all 10 atoms, in Å:
O  -2.169  -0.111  -0.310  -0.62
C  -0.846  -0.176  -0.194  0.46
C  -0.102  0.785  0.394  -0.35
C  1.321  0.592  0.452  0.14
S  2.411  1.589  1.114  -0.04
O  1.763  -0.589  -0.104  -0.33
N  0.931  -1.530  -0.692  0.23
N  -0.285  -1.324  -0.730  -0.25
H  -2.473  -0.909  -0.771  0.50
H  -0.550  1.672  0.841  0.26

4.
Formula: C35H42ClN2O4Zr
Source: the Open Molecules 2025 dataset
Level of theory: ωB97M-V with the def2-TZVPD basis set

Computed properties:
* HOMO energy: -11.4 eV
* net charge: +1
* frontier orbital gap: 7.76 eV
* ΔE to the lowest compared entry with this formula, charge and spin: 18.09 kcal per mole
* 2S+1: 1

Each line ends with the Mulliken charge.
Positions of all 85 atoms, in Å:
Zr  1.701  -0.113  -0.273  -0.04
C  -2.678  1.811  1.680  -1.06
C  -1.554  2.121  2.673  0.20
C  -1.965  3.234  3.639  -1.66
C  -0.276  2.465  1.941  1.03
C  -0.199  3.581  1.106  0.07
C  0.976  3.921  0.454  -1.25
C  2.141  3.176  0.627  1.57
C  3.461  3.668  0.096  -1.91
C  2.072  2.049  1.455  -1.93
C  0.877  1.704  2.102  -0.16
H  -3.576  1.485  2.207  0.49
H  -2.380  1.029  0.983  -0.11
H  -2.936  2.699  1.099  0.38
H  -1.358  1.222  3.267  0.16
H  -2.193  4.159  3.104  0.32
H  -1.175  3.443  4.361  0.40
H  -2.861  2.940  4.186  0.48
H  -1.075  4.205  0.968  0.50
H  1.004  4.810  -0.166  0.53
H  3.344  4.189  -0.855  0.41
H  4.179  2.855  -0.008  0.43
H  3.887  4.381  0.804  0.41
H  2.985  1.526  1.714  0.83
H  0.878  0.872  2.798  0.63
O  4.097  0.314  -0.292  -0.41
C  3.895  -0.822  0.185  1.11
O  3.062  -0.933  1.177  -0.47
C  3.818  -1.996  -0.809  0.24
O  4.612  -2.806  -1.149  -0.54
O  2.559  -1.794  -1.220  -0.73
C  -2.961  -1.154  -3.935  -1.85
C  -2.103  -0.392  -2.963  0.53
C  -1.810  0.964  -3.189  -0.78
C  -1.005  1.672  -2.325  0.00
C  -0.635  3.105  -2.588  -1.53
C  -0.532  1.023  -1.173  0.77
C  -0.812  -0.326  -0.907  0.93
C  -1.578  -1.030  -1.856  -0.70
N  -0.105  -0.921  0.152  0.79
C  -0.585  -2.045  1.011  1.27
C  -2.112  -2.125  1.145  -0.97
C  -2.489  -3.254  2.117  0.32
C  -1.962  -4.581  1.560  -1.37
C  -0.436  -4.516  1.437  0.33
C  0.177  -4.253  2.817  -1.40
C  -0.362  -2.931  3.371  0.23
C  -1.884  -3.001  3.498  -1.39
C  -0.004  -1.792  2.415  -0.69
C  -0.042  -3.381  0.487  -1.37
H  -3.054  -0.625  -4.882  0.42
H  -3.963  -1.289  -3.524  0.32
H  -2.549  -2.145  -4.129  0.41
H  -2.206  1.447  -4.074  0.41
H  -0.899  3.398  -3.603  0.46
H  0.439  3.258  -2.451  0.21
H  -1.153  3.773  -1.897  0.29
H  0.039  1.654  -0.475  -0.19
H  -1.736  -2.090  -1.739  0.36
H  -2.589  -2.356  0.195  0.61
H  -2.509  -1.164  1.484  0.05
H  -3.578  -3.293  2.194  0.38
H  -2.413  -4.788  0.585  0.52
H  -2.243  -5.399  2.228  0.49
H  -0.057  -5.459  1.040  0.29
H  1.268  -4.213  2.743  0.50
H  -0.074  -5.070  3.498  0.51
H  0.083  -2.729  4.348  0.39
H  -2.271  -2.064  3.912  0.41
H  -2.171  -3.801  4.185  0.54
H  1.086  -1.703  2.341  0.76
H  -0.406  -0.846  2.790  -0.92
H  -0.436  -3.567  -0.518  0.35
H  1.045  -3.316  0.398  0.26
Cl  0.700  -0.254  -5.954  -0.19
C  1.656  0.489  -4.732  -0.31
C  2.630  1.424  -5.044  -0.30
C  3.354  1.984  -4.003  -1.06
C  3.083  1.604  -2.705  -0.31
N  2.126  0.710  -2.413  0.61
C  1.437  0.151  -3.415  -0.55
H  2.814  1.696  -6.074  0.49
H  4.135  2.706  -4.196  0.49
H  3.649  2.002  -1.880  0.45
H  0.682  -0.583  -3.160  0.84

5.
Formula: C2O3
Source: the Open Molecules 2025 dataset
Level of theory: ωB97M-V with the def2-TZVPD basis set

Computed properties:
* HOMO energy: -13.0 eV
* net charge: 0
* frontier orbital gap: 13.65 eV
* ΔE to the lowest compared entry with this formula, charge and spin: 5.31 kcal per mole
* 2S+1: 1

Each line ends with the natural charge from an NBO analysis.
Positions of all 5 atoms, in Å:
C  1.322  -0.413  0.320  1.02
C  -2.185  0.984  -0.862  0.53
O  1.315  -1.290  1.015  -0.49
O  -1.775  0.225  -0.056  -0.53
O  1.323  0.494  -0.416  -0.54

6.
Formula: C4H3NO3
Source: the Open Molecules 2025 dataset
Level of theory: ωB97M-V with the def2-TZVPD basis set

Computed properties:
* HOMO energy (alpha / beta): -8.3 / -8.3 eV
* net charge: 0
* frontier orbital gap (alpha / beta): 7.51 / 7.52 eV
* ΔE to the lowest compared entry with this formula, charge and spin: 182.62 kcal per mole
* 2S+1: 1

Each line ends with the natural charge from an NBO analysis.
Positions of all 11 atoms, in Å:
C  1.431  -0.539  -0.113  0.58
C  -0.945  -0.515  0.442  -0.29
C  -0.777  0.794  -0.718  0.41
C  1.508  0.887  0.273  0.11
N  0.414  -0.666  0.942  -0.21
O  1.859  -1.288  -0.938  -0.49
O  0.354  1.204  -0.924  -0.39
O  0.835  0.651  1.386  -0.36
H  -1.695  -0.210  1.172  0.23
H  -1.377  -1.253  -0.099  0.23
H  -1.608  0.933  -1.423  0.17

7.
Formula: CH3N2OP
Source: the Open Molecules 2025 dataset
Level of theory: ωB97M-V with the def2-TZVPD basis set

Computed properties:
* HOMO energy (alpha / beta): -6.3 / -9.7 eV
* net charge: 0
* frontier orbital gap (alpha / beta): 7.17 / 6.51 eV
* ΔE to the lowest compared entry with this formula, charge and spin: 33.08 kcal per mole
* ⟨S²⟩: 2.0112
* 2S+1: 3

Each line ends with the Mulliken spin population.
Positions of all 8 atoms, in Å:
C  0.280  0.336  -0.304  -0.02
N  0.141  -1.169  -0.245  0.05
N  1.314  -0.463  0.125  0.31
O  3.386  0.947  -0.108  0.49
P  3.004  -0.450  0.047  1.12
H  0.491  0.868  -1.217  0.01
H  -0.294  0.938  0.580  0.02
H  -0.393  -1.388  0.582  0.02

8.
Formula: C11H13BBrNZn
Source: the Open Molecules 2025 dataset
Level of theory: ωB97M-V with the def2-TZVPD basis set

Computed properties:
* HOMO energy: -0.4 eV
* net charge: -2
* frontier orbital gap: 5.21 eV
* 2S+1: 1

Each line ends with the natural charge from an NBO analysis.
Positions of all 28 atoms, in Å:
C  0.249  -2.152  -0.750  -0.37
C  1.518  -1.729  -0.179  -0.45
C  1.297  -1.537  1.241  -0.32
H  2.474  -1.551  -0.716  0.22
C  -0.105  -1.749  1.543  -0.45
C  -0.756  -2.138  0.295  -0.42
H  -1.812  -2.403  0.189  0.22
H  0.091  -2.426  -1.792  0.22
H  2.119  -1.490  1.982  0.22
H  -0.585  -1.609  2.533  0.21
Zn  -0.050  0.207  -0.048  1.54
Br  -0.693  0.716  -2.114  -0.70
C  -4.015  1.678  -3.629  -0.37
C  -4.802  0.556  -3.162  -0.37
C  -4.400  -0.614  -3.916  -0.37
H  -5.569  0.589  -2.391  0.17
C  -3.367  -0.213  -4.848  -0.37
C  -3.130  1.203  -4.670  -0.37
H  -2.415  1.806  -5.226  0.17
H  -4.084  2.703  -3.269  0.17
H  -4.813  -1.616  -3.811  0.17
H  -2.864  -0.859  -5.564  0.17
B  3.208  1.081  3.437  -0.60
C  2.172  0.954  2.348  0.35
N  1.372  0.870  1.499  -0.68
H  3.140  0.247  4.321  0.00
H  2.964  2.184  3.895  0.00
H  4.328  1.078  2.957  0.00

9.
Formula: C26H36BClN5O7PS
Source: the Open Molecules 2025 dataset
Level of theory: ωB97M-V with the def2-TZVPD basis set

Computed properties:
* HOMO energy: -7.8 eV
* net charge: 0
* frontier orbital gap: 7.47 eV
* SMILES: C[C@H](O)CNCCOc1cc2c(c(CCCO)c1P(O)O)N(Cl)c1cccc(B(O)O)c1S2.CC#N.CC#N.CC#N
* 2S+1: 1

Each line ends with the Mulliken charge.
Positions of all 78 atoms, in Å:
C  -1.516  2.449  -3.218  -0.72
C  -1.946  1.327  -4.307  0.31
O  -3.401  1.171  -4.146  -0.58
C  -1.299  -0.115  -4.007  -0.75
N  0.165  -0.188  -4.354  -0.41
C  1.010  0.081  -3.119  -0.03
C  2.272  1.012  -3.431  -0.62
O  3.258  1.088  -2.363  -0.39
C  2.662  1.036  -1.078  -0.26
C  1.626  2.111  -0.620  -0.52
C  0.920  2.066  0.751  0.82
C  1.229  0.953  1.782  -0.65
C  2.277  -0.148  1.372  -0.31
C  2.593  -1.354  2.397  -0.72
C  2.157  -2.788  1.761  -0.22
C  1.177  -3.635  2.734  -0.35
O  1.615  -3.662  4.121  -0.56
C  2.985  -0.105  -0.036  0.95
P  4.237  -1.414  -0.628  0.22
O  5.085  -2.104  0.700  -0.48
O  5.476  -0.678  -1.585  -0.49
N  0.607  0.787  3.114  0.33
Cl  -0.833  -0.170  2.827  -0.12
C  0.285  2.071  3.767  -0.09
C  0.454  2.122  5.329  -0.51
C  0.127  3.375  6.185  -0.50
C  -0.404  4.655  5.495  -0.43
C  -0.545  4.645  3.930  -0.02
B  -1.096  6.014  3.252  0.52
O  -0.756  7.347  3.668  -0.53
O  -2.051  5.888  2.155  -0.52
C  -0.199  3.368  3.076  0.53
S  -0.354  3.351  1.217  -0.16
H  -0.444  2.817  -3.340  0.17
H  -2.266  3.315  -3.362  0.35
H  -1.715  2.050  -2.155  0.10
H  -1.737  1.699  -5.380  0.21
H  -3.837  1.925  -4.630  0.36
H  -1.514  -0.501  -2.950  0.31
H  -1.820  -0.862  -4.722  0.36
H  0.321  -1.200  -4.527  0.33
H  1.365  -0.916  -2.659  0.30
H  0.272  0.547  -2.361  0.08
H  2.817  0.541  -4.336  0.32
H  1.998  2.077  -3.763  0.15
H  1.365  2.970  -1.319  0.28
H  2.042  -1.253  3.389  0.27
H  3.715  -1.329  2.644  0.33
H  1.657  -2.572  0.759  0.40
H  3.099  -3.433  1.605  0.20
H  1.226  -4.728  2.362  0.07
H  0.088  -3.289  2.605  0.20
H  0.977  -3.172  4.683  0.34
H  6.063  -1.978  0.600  0.30
H  6.001  -0.045  -1.025  0.30
H  0.830  1.200  5.907  0.32
H  0.270  3.375  7.328  0.28
H  -0.673  5.561  6.140  0.35
H  0.215  7.446  3.776  0.31
H  -1.810  6.546  1.462  0.30
C  0.645  -6.902  -0.452  -0.64
C  0.536  -5.428  -0.208  0.42
N  0.450  -4.266  -0.015  -0.47
H  1.488  -7.108  -1.114  0.29
H  0.799  -7.425  0.494  0.29
H  -0.267  -7.269  -0.925  0.02
C  -3.570  -7.100  -1.353  -0.71
C  -2.502  -7.554  -2.303  0.37
N  -1.658  -7.917  -3.063  -0.43
H  -4.259  -6.427  -1.864  0.27
H  -4.124  -7.963  -0.979  0.27
H  -3.117  -6.575  -0.510  0.26
C  -5.260  4.131  -1.371  -0.78
C  -4.861  4.032  -2.812  0.53
N  -4.547  3.955  -3.947  -0.54
H  -6.347  4.157  -1.289  0.32
H  -4.881  3.267  -0.822  0.25
H  -4.847  5.041  -0.933  0.25

10.
Formula: C2H3O2Pr
Source: the Open Molecules 2025 dataset
Level of theory: ωB97M-V with the def2-TZVPD basis set

Computed properties:
* HOMO energy (alpha / beta): -11.9 / -13.1 eV
* net charge: +1
* frontier orbital gap (alpha / beta): 6.67 / 7.79 eV
* ΔE to the lowest compared entry with this formula, charge and spin: 101.68 kcal per mole
* ⟨S²⟩: 3.8069
* 2S+1: 4

Each line ends with the Mulliken spin population.
Positions of all 8 atoms, in Å:
O  2.949  0.027  0.777  -0.20
C  0.448  1.099  0.171  0.83
O  -0.704  0.747  0.445  0.02
C  -1.292  -0.531  -0.006  0.07
H  -2.104  -0.275  -0.690  -0.01
H  -0.507  -1.130  -0.478  0.00
H  -1.675  -1.007  0.899  0.00
Pr  2.885  1.069  -1.117  2.30

Total energy list, top to bottom, in Ha: -4286.0311, -384.8090, -773.6047, -2276.5933, -301.9550, -434.4363, -565.8051, -4859.8655, -3037.0477, -745.0412